Formula: C10H24Br6N4O8
Source: the OMol25 dataset
Level of theory: the ωB97M-V functional and the def2-TZVPD basis

The geometry in XYZ format:
```
52
Properties=species:S:1:pos:R:3:forces:R:3
Br -1.922 1.207 -1.182 -8.7 6.6 0.7
Br -4.050 0.375 1.431 -0.4 0.5 -0.1
Br 4.472 -1.634 1.087 -0.4 0.4 -0.5
Br 1.771 0.783 2.275 2.4 0.5 0.0
Br 0.301 1.497 -2.363 -1.3 -5.0 -6.7
Br -0.333 -1.762 1.021 -0.8 -3.6 -5.3
O -2.866 -2.024 -3.735 1.1 -0.3 1.6
O -2.785 -0.688 -2.035 -0.5 -4.3 -1.2
O 0.376 -3.918 -1.777 4.6 0.7 1.7
O 1.642 -2.096 -1.809 0.8 -4.6 -1.5
O -0.674 0.364 4.470 0.8 0.2 0.8
O -2.016 1.725 3.443 2.6 -1.2 5.2
O 1.148 4.590 0.279 -0.5 -1.6 -1.0
O -0.425 3.121 -0.131 5.5 1.4 -0.1
N -2.397 -1.715 -2.634 -2.1 2.0 -1.8
N -1.207 0.783 3.481 -2.6 0.0 0.3
N 0.762 3.518 -0.187 0.3 0.9 1.0
N 1.283 -3.167 -1.304 -0.9 -1.1 0.6
C 1.728 2.589 -0.851 1.5 4.3 0.9
C -1.050 -0.054 2.240 -0.6 3.0 4.8
C -1.252 -2.436 -2.080 -1.5 -1.7 -0.1
C -2.624 2.563 0.161 -1.8 0.3 -1.1
C 2.986 -0.773 0.059 0.3 0.1 2.0
C 2.745 0.650 0.538 1.8 -2.5 0.4
C -0.192 0.012 0.122 2.9 -2.6 -3.9
C 0.170 -0.282 -1.419 -0.4 2.7 1.1
C 1.751 -3.376 0.107 0.2 -2.9 0.1
C -2.861 1.964 1.497 -0.8 0.1 -3.6
H -0.459 -2.485 -2.826 -0.8 0.2 -0.1
H -1.976 -0.538 1.928 -0.2 0.7 1.0
H -1.170 0.482 0.219 1.3 -1.5 -0.2
H 3.127 -0.950 -1.007 0.7 0.7 0.4
H -1.898 1.650 1.899 -1.9 1.0 -1.8
H -1.842 3.317 0.250 -1.8 -0.4 0.4
H 2.129 1.007 -0.287 3.1 -2.6 2.5
H -0.617 -0.824 -1.943 1.3 2.1 0.3
H 1.487 1.561 -0.580 -2.4 4.2 -1.4
H -0.910 -1.994 -1.144 -1.0 -0.9 -0.7
H 1.118 -0.804 -1.548 -1.0 1.9 0.3
H -3.441 2.699 2.055 0.5 -0.3 0.4
H 2.083 -1.339 0.284 0.6 0.5 0.3
H 1.572 2.645 -1.929 1.7 1.6 1.2
H -1.593 -3.430 -1.792 -0.4 0.1 -0.6
H 2.701 -2.981 0.467 -0.1 -0.4 -1.2
H -3.488 3.094 -0.237 -0.3 -0.6 -0.4
H 3.665 1.229 0.623 -0.3 0.1 0.1
H -0.288 -0.810 2.429 -0.8 3.0 3.1
H 2.773 2.855 -0.694 -0.1 0.3 1.0
H 1.671 -4.425 0.390 0.1 -0.2 -0.7
H 0.962 -2.917 0.702 1.4 -1.0 -0.7
H 0.668 0.500 0.581 -1.2 -0.4 -0.3
H -0.756 0.643 1.456 -0.3 -0.2 2.7
```
Positions in Å, forces in eV/Å.

## Properties
gap between HOMO and LUMO	0.241	Eh
LUMO	-0.05321	Eh
charge	0
relative energy (zero: lowest compared OMol25 entry of this formula, charge and spin)	2477.9	kJ/mol
max |F|	10.92	eV Å⁻¹
total energy	-453318.199	eV

Formula: C5H12O2
Source: the OMol25 dataset
Level of theory: the ωB97M-V functional and the def2-TZVPD basis

The geometry in XYZ format:
```
19
Properties=species:S:1:pos:R:3:forces:R:3
O 1.505 -0.227 0.799 -1.9 0.9 -0.4
O 0.508 -1.400 -1.343 -0.9 -0.5 -1.7
C -0.587 -0.906 -2.069 -2.1 -3.0 -1.3
C -1.350 0.079 0.075 -1.2 4.9 -0.1
C -1.097 1.152 1.057 -3.3 -3.2 -0.8
C -1.189 0.318 -1.413 3.6 1.1 0.5
C 2.369 -0.053 1.878 -0.3 0.3 -0.9
H 3.378 0.241 1.528 -0.1 -0.2 0.1
H -2.044 0.783 -1.822 -1.4 0.0 -0.5
H -1.440 0.942 2.118 0.8 0.0 -1.4
H 0.798 -0.882 -0.582 0.9 0.6 0.8
H -0.153 0.304 0.766 3.1 -0.4 0.8
H -1.031 2.239 0.837 1.0 -1.2 -0.5
H -1.895 -0.833 0.157 0.4 -1.0 1.7
H 2.048 0.812 2.509 0.1 -0.7 0.2
H -1.424 -1.734 -2.089 1.2 1.0 0.5
H -0.390 1.076 -1.582 -0.4 0.0 0.5
H -0.445 -0.895 -3.222 0.4 0.9 1.9
H 2.437 -1.019 2.398 0.2 0.4 0.6
```
Positions in Å, forces in eV/Å.

## Properties
gap between HOMO and LUMO	0.232	Eh
LUMO	-0.04814	Eh
charge	0
relative energy (zero: lowest compared OMol25 entry of this formula, charge and spin)	631.0	kJ/mol
max |F|	5.08	eV Å⁻¹
total energy	-9468.595	eV

Formula: C3H7ClOS2
Source: the OMol25 dataset
Level of theory: the ωB97M-V functional and the def2-TZVPD basis

The geometry in XYZ format:
```
14
Properties=species:S:1:pos:R:3:forces:R:3
Cl -3.689 -0.344 1.471 -0.2 -0.3 0.1
S -2.936 -0.656 -0.443 -0.2 -0.4 0.5
S -1.871 0.926 -0.727 2.6 0.8 0.1
O 1.487 1.331 0.186 -1.6 1.0 0.1
C 0.488 0.378 -0.056 0.3 -0.8 -0.8
C 0.938 -0.370 -1.346 1.3 2.4 1.4
C 0.347 -0.399 1.208 -4.1 1.7 -0.6
H 0.384 -1.259 -1.490 -0.2 -1.2 -0.1
H 0.060 0.166 2.085 0.1 1.0 -0.1
H -0.492 -1.070 1.176 0.2 -1.1 -0.4
H 1.253 2.177 -0.214 0.2 0.1 -0.2
H 1.260 -0.746 1.421 3.4 -2.2 0.7
H 2.125 -0.470 -1.099 -2.9 -0.1 -1.3
H 0.645 0.337 -2.173 1.1 -0.8 0.5
```
Positions in Å, forces in eV/Å.

## Properties
gap between HOMO and LUMO (spin up / spin down)	0.284 / 0.284	Eh
LUMO (spin up / spin down)	-0.02131 / -0.02127	Eh
charge	0
relative energy (zero: lowest compared OMol25 entry of this formula, charge and spin)	242.2	kJ/mol
max |F|	4.49	eV Å⁻¹
total energy	-39462.772	eV

Formula: C11H14Cl21F2NO4S
Source: the OMol25 dataset
Level of theory: the ωB97M-V functional and the def2-TZVPD basis

The geometry in XYZ format:
```
54
Properties=species:S:1:pos:R:3:forces:R:3
Cl -6.508 0.568 -1.704 0.0 -0.2 -0.1
Cl 5.659 -4.305 2.956 0.0 0.0 0.0
Cl 3.363 -4.243 1.179 0.0 0.0 0.0
Cl -5.196 3.095 -0.016 0.1 0.2 0.1
Cl 4.577 -3.127 -2.208 0.0 0.0 0.0
Cl -3.702 -4.000 -1.457 0.1 0.0 0.0
Cl -2.220 -5.642 0.416 0.0 0.0 0.0
Cl -0.251 4.640 6.123 0.0 0.0 0.0
Cl -3.319 4.329 -1.870 -0.1 0.1 -0.1
Cl -1.563 1.339 -4.088 0.0 0.0 -0.1
Cl 5.510 -1.408 -4.363 0.0 0.0 0.0
Cl 0.774 1.239 -2.388 -0.3 0.0 -0.2
Cl 0.876 0.090 -5.066 0.0 0.0 0.0
Cl 3.609 -0.406 -2.412 0.1 0.0 -0.1
Cl 0.483 4.431 3.319 0.0 0.0 0.0
Cl -0.889 -4.632 -1.951 0.0 0.0 -0.1
Cl -9.155 1.467 -0.932 0.0 0.0 0.0
Cl -8.821 -0.180 -3.303 0.0 0.0 0.0
Cl 5.895 -5.323 0.246 0.0 0.0 0.0
Cl -2.754 4.353 0.980 -0.1 0.0 0.0
Cl -2.040 5.646 4.065 0.0 0.0 0.1
S -1.408 -0.186 0.185 0.0 0.2 -1.5
F 1.946 2.162 -0.216 0.1 -0.2 0.4
F -2.308 -0.588 1.358 -0.1 0.0 0.2
O -0.541 0.579 2.952 -0.8 -0.3 1.4
O -2.251 0.287 -0.858 0.4 -0.2 0.6
O -0.475 -1.235 -0.028 -0.3 -0.1 0.3
O -0.638 1.064 0.735 -0.6 0.0 0.1
N 1.228 1.574 1.893 0.4 -1.2 0.0
C -0.134 0.407 -3.649 0.0 0.1 0.1
C -0.848 4.418 4.481 0.0 0.0 0.0
C 4.825 -5.118 1.633 0.0 0.0 0.0
C -0.008 1.016 2.007 0.8 0.5 -1.1
C 3.495 0.962 1.137 0.2 -0.2 0.4
C -2.120 -4.307 -0.736 -0.1 -0.1 0.1
C 3.871 -0.505 1.345 0.2 0.1 0.1
C -8.093 1.063 -2.283 0.0 0.0 0.0
C 2.039 1.149 0.743 0.2 0.9 -0.1
C -3.507 3.465 -0.349 0.2 -0.1 0.0
C 4.156 -1.818 -3.313 0.1 0.0 0.1
H -1.818 -3.421 -0.194 0.0 0.0 0.0
H -1.328 3.450 4.425 0.0 0.0 0.0
H 4.531 -6.101 1.975 0.0 0.0 0.0
H -2.982 2.528 -0.452 0.0 -0.1 0.0
H 1.693 1.418 2.782 0.2 0.4 -0.1
H -0.458 -0.547 -3.253 0.0 0.0 0.0
H 4.912 -0.573 1.666 0.0 0.0 0.0
H 3.277 -0.965 2.139 -0.1 -0.1 -0.2
H 3.786 -1.080 0.422 -0.2 0.0 0.1
H 3.700 1.501 2.067 -0.1 0.2 -0.1
H 4.136 1.422 0.384 -0.2 -0.1 -0.1
H -7.967 1.953 -2.883 0.0 0.0 0.0
H 1.623 0.247 0.293 0.0 0.1 -0.1
H 3.336 -2.153 -3.934 0.0 0.0 0.0
```
Positions in Å, forces in eV/Å.

## Properties
gap between HOMO and LUMO	0.404	Eh
LUMO	0.00550	Eh
charge	0
max |F|	1.67	eV Å⁻¹
total energy	-300555.144	eV